Record 1
A structure of composition CH9N6, computed with wB97M-V/def2-TZVPD.

```
16
Properties=species:S:1:pos:R:3:lowdin_charge:R:1
H -1.766 -2.758 0.393 0.1444
H 1.997 1.793 -0.484 0.1546
H 3.381 -1.143 0.577 0.1290
H -2.462 1.692 0.760 0.0771
N 1.885 -0.142 -0.250 -0.1750
H -1.815 2.272 -0.748 0.1225
H -2.812 -0.568 0.937 0.2423
N -1.271 0.414 -0.226 -0.1009
N 1.334 0.894 -0.564 0.0162
H 3.725 0.582 0.307 0.1213
N -1.298 -1.955 -0.124 0.0994
C -1.812 -0.724 0.040 -0.1941
N 3.133 -0.236 0.160 0.0754
H -0.367 -2.338 -0.375 0.1301
N -1.739 1.668 0.082 0.0512
H -0.115 0.547 -0.485 0.1066
```

Computed properties:
- Relative energy (zero: lowest compared OMol25 entry of this formula, charge and spin): 66.7 kcal/mol
- Total energy: -371.66429 Ha
- LUMO level: -0.10776 Eh
- Net charge: +1
- Orbital gap: 10.13 eV

=====

Record 2
A structure of composition C28H35N10W, computed with wB97M-V/def2-TZVPD.

```
74
Properties=species:S:1:pos:R:3:lowdin_charge:R:1
H 6.546 -3.310 5.712 0.1156
H -4.907 3.650 2.212 0.0938
H -4.909 3.940 3.968 0.1095
C 2.767 -0.239 3.663 -0.2452
H -2.484 2.595 -0.257 0.0950
H 3.132 -4.836 9.078 0.1282
H -2.145 -2.767 -1.698 0.1390
H 3.245 -1.046 5.662 0.0757
H 3.835 -0.132 3.458 0.1572
C -5.605 -1.020 0.560 -0.0249
H 4.631 -1.943 3.909 0.1422
H -3.457 -0.164 2.758 0.0636
C -5.046 3.195 3.186 -0.0024
N 3.694 -3.456 5.016 -0.0618
C -0.997 -2.411 1.429 -0.3066
W -1.496 -0.448 1.034 1.5517
H -6.510 -1.279 1.095 0.1291
H -1.230 1.590 0.497 0.0096
C 5.802 -3.624 6.433 -0.0033
H -2.653 -3.680 -0.271 0.1349
C 2.568 -0.332 5.201 0.0085
H -2.963 4.824 1.916 0.1083
C -4.317 0.591 -0.674 -0.0678
N 0.423 -2.527 1.820 0.0381
C 4.094 -2.878 3.764 -0.0256
C 6.154 -3.988 7.713 -0.0386
C 5.204 -4.421 8.663 -0.0421
C -3.313 -0.369 -0.882 -0.1315
H 2.769 0.649 5.628 0.1040
C 0.959 0.964 2.449 -0.0935
C 2.250 -1.462 2.955 0.0070
H -1.583 -3.169 1.944 0.1459
H -5.318 0.392 3.970 0.1054
C 1.086 -3.710 1.867 0.0552
H -2.600 4.075 3.487 0.1006
H -3.718 0.524 4.764 0.1019
H 4.717 -3.553 3.176 0.1599
H 5.547 -4.701 9.650 0.1213
N 2.243 -4.092 6.474 0.1031
C 3.490 -4.126 7.066 -0.2117
C -3.495 -1.678 -0.392 -0.2672
C 4.441 -3.705 6.135 -0.1769
H -1.041 3.286 0.487 0.1147
C 0.998 -1.382 2.245 -0.1567
H 0.464 1.866 2.124 0.1023
H 2.895 -4.672 2.485 0.1601
C -5.450 0.268 0.046 -0.0460
H -4.785 -2.996 0.711 0.1322
C -4.568 1.079 4.371 -0.0076
C -2.399 -2.688 -0.642 -0.1240
N 2.360 -3.687 5.276 0.0398
C -4.634 -1.987 0.349 -0.0103
C 2.319 -3.764 2.406 0.0279
H 2.517 1.942 3.420 0.1404
H -1.304 4.389 2.338 0.1023
N -1.261 -2.111 0.092 -0.1604
H -5.018 1.625 5.196 0.1122
H 1.544 -0.613 5.447 0.1030
C 2.077 0.992 3.150 -0.0144
C 3.867 -4.499 8.360 0.0157
H -2.511 -0.169 -1.594 0.1335
H -4.234 1.566 -1.139 0.1186
H -6.240 0.997 0.171 0.1252
N 0.329 -0.245 2.038 -0.0735
N 2.859 -2.634 2.975 0.0560
H 0.582 -4.580 1.471 0.1659
N -2.491 2.738 1.863 -0.1153
N -4.135 2.051 3.364 -0.1147
C -1.817 2.530 0.599 -0.0404
N -2.801 0.460 2.310 -0.0360
C -2.347 4.090 2.433 -0.0020
C -3.165 1.758 2.502 -0.3848
H 7.196 -3.950 8.002 0.1223
H -6.066 2.817 3.244 0.1090
```

Computed properties:
- Total energy: -1701.59431 Ha
- LUMO level (spin up / spin down): -0.37307 / -0.37452 Eh
- Net charge: +3
- Orbital gap (spin up / spin down): 5.18 / 5.14 eV

=====

Record 3
The ion C2H5N2O with charge +1, computed with wB97M-V/def2-TZVPD.

```
10
Properties=species:S:1:pos:R:3:lowdin_charge:R:1
H -2.023 -1.123 -0.662 0.2018
H 2.566 -1.286 -1.062 0.0852
N -1.008 -0.837 -0.683 0.2652
H 0.572 1.757 0.565 0.1984
H -0.336 -1.243 -1.205 0.0907
O 1.421 0.159 -0.550 -0.1333
H 1.023 0.308 1.510 0.1688
N 2.197 -0.814 -0.260 0.1464
C -0.566 -0.008 0.199 0.1234
C 0.635 0.611 0.522 -0.1466
```

Computed properties:
- Relative energy (zero: lowest compared OMol25 entry of this formula, charge and spin): 157.7 kcal/mol
- Total energy: -263.46305 Ha
- LUMO level (spin up / spin down): -0.25252 / -0.19987 Eh
- Net charge: +1
- Orbital gap (spin up / spin down): 7.18 / 9.94 eV

=====

Record 4
A cluster of 2 separate species, C20H14N7O2 in total, computed with wB97M-V/def2-TZVPD.

```
43
Properties=species:S:1:pos:R:3:lowdin_charge:R:1
H 2.684 2.144 0.235 0.1147
C -2.171 -1.741 -0.376 -0.1559
C 1.337 5.720 0.979 0.0115
C 2.345 3.130 0.506 0.0545
H 1.609 0.609 0.028 0.0480
C -0.387 -4.020 -1.207 -0.0700
H 3.058 -4.266 0.585 0.0918
H -6.086 -1.680 -0.333 0.0839
C 0.089 -2.922 -0.461 -0.1643
H 1.584 5.216 3.074 0.1216
N 1.876 4.887 -2.452 -0.0219
C -0.070 1.753 -0.648 -0.2983
H 0.841 6.683 1.065 0.1175
O 3.020 1.587 2.493 0.0473
H 1.730 -2.156 0.705 0.1060
H 2.114 -6.262 -0.598 0.0841
C 1.353 -3.011 0.144 -0.0370
C -2.874 -0.547 -0.613 -0.0282
C -2.913 -2.917 -0.120 -0.0666
C 1.718 4.921 2.029 0.0147
H -2.310 0.369 -0.814 0.0933
H -0.091 -6.065 -1.773 0.0902
C 0.328 -5.215 -1.241 -0.1075
N 2.174 4.033 -0.512 -0.0396
C 1.651 5.306 -0.341 -0.2897
C 1.565 -5.317 -0.584 -0.1285
N -0.110 -0.544 -0.102 0.0499
C -4.310 -2.910 -0.152 -0.1103
C 2.086 -4.199 0.087 -0.1074
N 2.290 3.801 -1.852 0.0569
C 0.544 0.562 -0.216 -0.2412
H -4.865 -3.842 -0.004 0.0915
C -4.272 -0.519 -0.592 -0.0992
N 2.695 2.753 2.847 -0.3103
N -0.541 2.772 -0.994 0.0913
H -2.391 -3.839 0.122 0.0972
H -1.330 -3.917 -1.744 0.1060
N 1.471 5.840 -1.570 0.0544
H -4.790 0.428 -0.759 0.0938
O 2.763 3.133 4.035 0.0582
C -0.692 -1.680 -0.317 -0.2429
C 2.269 3.622 1.796 -0.1277
C -4.993 -1.703 -0.358 -0.1317
```

Computed properties:
- Relative energy (zero: lowest compared OMol25 entry of this formula, charge and spin): 5.1 kcal/mol
- Total energy: -1304.15671 Ha
- LUMO level: 0.03214 Eh
- Net charge: -1
- Orbital gap: 3.85 eV

=====

Record 5
A structure of composition C12H7LaN2O5, computed with wB97M-V/def2-TZVPD.

```
27
Properties=species:S:1:pos:R:3:lowdin_charge:R:1
C 6.045 -1.119 1.455 0.0324
O 0.354 2.372 0.966 0.1825
C 5.870 -0.951 2.832 -0.0183
C -2.079 -1.780 -0.237 -0.2994
O -2.883 -2.360 0.441 0.1654
H 2.490 -0.299 2.950 0.1092
H 5.486 -1.415 -1.344 0.1978
N 4.725 -1.184 -0.707 0.1708
O -0.341 -0.774 2.621 0.1738
H 4.531 -0.526 4.452 0.1289
H 6.720 -1.057 3.503 0.1303
O -0.240 2.085 -3.717 0.1546
O -2.671 0.630 -0.255 0.1184
C 4.611 -0.656 3.375 -0.0219
C -1.874 -0.216 -0.036 -0.3781
La 0.671 -0.783 -0.931 1.8389
N 2.728 -0.749 0.131 -0.1479
C 3.428 -1.043 -0.996 -0.2224
H 7.009 -1.356 1.008 0.1333
H -1.405 -2.168 -1.130 0.0755
C 4.912 -0.981 0.664 -0.1689
C -0.039 1.288 -2.919 0.0088
C 0.029 -0.832 1.526 -0.1636
C 3.483 -0.515 2.560 0.0160
C 3.663 -0.680 1.189 -0.1989
C 0.389 1.470 0.248 -0.1342
H 3.019 -1.181 -2.014 0.1172
```

Computed properties:
- Relative energy (zero: lowest compared OMol25 entry of this formula, charge and spin): 49.4 kcal/mol
- Total energy: -978.08150 Ha
- LUMO level (spin up / spin down): -0.32890 / -0.32890 Eh
- Net charge: +2
- Orbital gap (spin up / spin down): 5.38 / 5.38 eV

=====

Record 6
The molecule C19H22N2O6S, computed with wB97M-V/def2-TZVPD.

```
50
Properties=species:S:1:pos:R:3:lowdin_charge:R:1
H 1.263 5.062 1.747 0.0967
H 1.954 -1.681 1.431 0.1059
O -3.444 -0.310 0.665 -0.0378
C -0.055 -0.970 1.527 -0.1473
C -0.301 -0.738 -1.953 -0.1799
C -0.765 -3.470 0.506 -0.0811
C 2.067 -0.280 -1.699 0.0095
H -2.347 -1.338 -2.020 0.0793
O -2.449 0.475 2.511 0.1110
H -3.965 1.677 0.858 0.0962
H 3.049 -2.889 -1.891 0.0954
O 1.238 -2.319 -2.731 -0.0787
H 2.458 -3.793 -3.308 0.0956
C -4.440 0.693 0.823 -0.0316
H 2.225 2.756 2.792 0.1380
H -1.588 0.762 -1.132 0.1236
N 1.351 3.102 0.950 -0.2761
H 1.573 4.908 0.005 0.0766
O -1.146 2.496 0.796 -0.2831
C -0.570 0.451 -1.305 -0.0160
C 0.458 1.264 -0.859 -0.2703
N 0.252 0.306 1.987 0.1531
H -1.471 -1.523 -3.549 0.0918
C 1.787 4.481 0.981 -0.0858
H 2.564 1.571 -0.736 0.1186
C 2.554 -2.804 -2.863 -0.0748
H 3.100 -0.552 -1.840 0.1103
H -2.782 -2.754 0.587 0.1227
H -5.098 0.608 -0.037 0.0955
C 0.921 -1.924 1.250 0.0053
H 0.434 2.673 2.807 0.1307
H 2.861 4.514 1.170 0.0953
O -0.104 3.827 -0.985 -0.2767
H -4.995 0.534 1.750 0.0996
C -1.404 -1.283 1.281 -0.0682
C 1.456 0.927 1.990 -0.4606
C -2.463 -0.285 1.570 -0.4589
C -1.397 -1.617 -2.466 -0.0195
H -1.037 -4.440 0.117 0.1063
H -1.177 -2.657 -2.239 0.0748
H 3.153 -2.169 -3.523 0.0974
C -1.742 -2.529 0.768 -0.0230
C 1.043 -1.118 -2.130 -0.2303
H 1.332 -3.893 0.547 0.1082
C 1.341 2.431 2.238 -0.1071
C 0.564 -3.161 0.748 -0.0615
O 2.526 0.393 1.794 0.0762
S 0.010 2.773 -0.020 0.7064
C 1.774 0.921 -1.074 -0.0526
H -0.566 0.888 2.161 0.1009
```

Computed properties:
- Structure (SMILES): COC(=O)c1ccccc1NC(=O)CN(C)S(=O)(=O)c1ccc(OC)c(C)c1
- Relative energy (zero: lowest compared OMol25 entry of this formula, charge and spin): 10.2 kcal/mol
- Total energy: -1696.37550 Ha
- LUMO level: 0.02274 Eh
- Net charge: 0
- Orbital gap: 9.13 eV